Version a
Density functional theory data (the ωB97M-V functional and the def2-TZVPD basis) for the molecule C9H11NO2.

The geometry in ORCA input format:
```
! RIJCOSX wB97M-V def2-TZVPD def2/J DEFGRID3
* xyz 0 1
C 3.209 0.592 -0.493
C 2.317 1.661 -0.368
C 2.556 -0.534 -0.041
C 1.093 1.174 0.049
C -0.187 1.794 -0.028
C -1.224 0.818 -0.292
C 0.261 -0.797 1.002
C 0.012 -2.253 0.706
C -3.496 0.249 -0.460
N 1.248 -0.162 0.261
O -0.429 2.943 0.150
O -2.469 0.992 0.123
H 4.220 0.496 -0.878
H 2.384 2.603 -0.757
H 3.069 -1.516 0.021
H -1.016 -0.109 -0.847
H -0.088 -0.229 1.873
H 0.483 -2.962 1.316
H 0.268 -2.420 -0.360
H -1.079 -2.568 0.908
H -3.073 -0.700 -0.563
H -3.695 0.684 -1.459
H -4.365 0.245 0.138
*
```

Properties
HOMO-LUMO gap (spin up / spin down): 7.501 / 7.638 eV
LUMO energy (spin up / spin down): -0.0026 / 0.0056 Ha
HOMO level (spin up / spin down): -7.573 / -7.485 eV

Charges obtained by Mulliken population analysis, quoted in units of e: C -0.4620; C -0.9853; C -0.3016; C 0.5173; C -0.0210; C -0.2493; C -0.0599; C -1.3252; C -0.6914; N 0.2075; O -0.6179; O -0.3025; H 0.3937; H 0.5152; H 0.3514; H 0.6083; H 0.4797; H 0.3958; H 0.3588; H 0.3111; H 0.3600; H 0.2698; H 0.2475

Version b
Density functional theory data (the ωB97M-V functional and the def2-TZVPD basis) for the molecule C9H11NO2.

The geometry in ORCA input format:
```
! RIJCOSX wB97M-V def2-TZVPD def2/J DEFGRID3
* xyz 0 1
N -3.000 -0.110 -1.271
C -1.577 0.023 -1.100
C -1.243 -0.516 0.309
C 0.115 -0.113 0.796
C 0.361 1.222 1.183
C 1.592 1.604 1.583
C 2.684 0.748 1.578
C 2.459 -0.574 1.302
C 1.142 -1.001 0.911
C -0.757 -0.596 -2.242
O -1.184 -1.237 -3.175
O 0.575 -0.312 -2.167
H -3.270 0.301 -2.148
H -3.251 -1.102 -1.263
H -1.395 1.118 -1.105
H -1.359 -1.613 0.305
H -2.059 -0.138 0.961
H -0.403 2.028 1.139
H 1.847 2.612 1.953
H 3.661 1.061 1.826
H 3.215 -1.326 1.165
H 0.999 -2.012 0.614
H 0.849 -0.067 -1.156
*
```

Properties
HOMO-LUMO gap: 10.334 eV
LUMO energy: 0.0267 Ha
Structure (SMILES): N[C@@H](Cc1ccccc1)C(=O)O
HOMO level: -9.608 eV

Charges obtained by Mulliken population analysis, quoted in units of e: N -0.6828; C 0.1216; C -0.9587; C -0.3481; C 0.0062; C -0.5203; C -0.5447; C -0.4881; C 0.1693; C 0.4548; O -0.5767; O -0.5632; H 0.2662; H 0.2541; H 0.4092; H 0.4135; H 0.3595; H 0.3297; H 0.3171; H 0.4398; H 0.3425; H 0.3492; H 0.4499

Energies relative to the most stable structure, in kJ/mol: version a 432.7; version b 0.0.

Version a
Density functional theory data (the ωB97M-V functional and the def2-TZVPD basis) for a cluster of 2 separate species, C4H11NO3 in total.

The geometry in ORCA input format:
```
! RIJCOSX wB97M-V def2-TZVPD def2/J DEFGRID3
* xyz 0 1
O -0.076 -3.640 -0.739
C -0.376 -2.536 -0.370
C 0.240 -1.336 -1.028
C -0.449 0.026 -0.958
N 0.169 0.834 0.126
C -0.490 2.093 0.312
O -0.287 2.914 -0.869
H -0.993 -2.350 0.538
H 0.344 -1.623 -2.082
H 1.337 -1.262 -0.808
H -1.550 -0.067 -0.861
H -0.291 0.614 -1.873
H 1.166 0.956 0.076
H -0.108 2.655 1.147
H -1.594 1.966 0.320
H 0.334 3.653 -0.753
O 0.747 -1.351 2.618
H 0.954 -0.760 3.350
H 0.922 -0.786 1.853
*
```

Properties
HOMO-LUMO gap: 10.002 eV
LUMO energy: 0.0202 Ha
Structure (SMILES): O=CCCNCO.O
HOMO level: -9.451 eV

Charges obtained by Mulliken population analysis, quoted in units of e: O -0.4907; C -0.0055; C -0.6901; C -0.5349; N -0.1973; C -0.4332; O -0.5587; H 0.3509; H 0.3626; H 0.3326; H 0.3908; H 0.3201; H 0.2474; H 0.3562; H 0.2337; H 0.3042; O -0.6326; H 0.3009; H 0.3435

Version b
Density functional theory data (the ωB97M-V functional and the def2-TZVPD basis) for a cluster of 2 separate species, C4H11NO3 in total.

The geometry in ORCA input format:
```
! RIJCOSX wB97M-V def2-TZVPD def2/J DEFGRID3
* xyz 0 1
C -0.219 -0.929 -0.334
N -0.974 0.316 -0.441
C -0.560 1.448 0.367
C -0.201 1.146 1.810
O -0.582 1.814 2.737
C 0.683 2.125 -0.238
O 1.163 3.189 0.604
H 0.803 -0.708 -0.102
H -0.645 -1.555 0.449
H -0.234 -1.432 -1.304
H -1.974 0.252 -0.499
H -1.369 2.173 0.399
H 0.454 0.281 2.044
H 0.488 2.501 -1.239
H 1.489 1.437 -0.181
H 0.458 3.781 0.914
O 0.493 -7.018 -3.289
H -0.107 -6.758 -4.001
H -0.057 -6.800 -2.522
*
```

Properties
HOMO-LUMO gap: 9.412 eV
LUMO energy: 0.0228 Ha
Structure (SMILES): CN[C@@H](C=O)CO.O
HOMO level: -8.791 eV

Charges obtained by Mulliken population analysis, quoted in units of e: C -0.9332; N -0.3376; C -0.0683; C 0.1243; O -0.4753; C -0.5670; O -0.5268; H 0.3293; H 0.3082; H 0.3015; H 0.2760; H 0.3539; H 0.3234; H 0.3178; H 0.2556; H 0.3182; O -0.6376; H 0.3194; H 0.3181

Energies relative to the most stable structure, in kJ/mol: version a 0.0; version b 22.7.

Version a
Density functional theory data (the ωB97M-V functional and the def2-TZVPD basis) for a cluster of 2 separate species, C4H11NO3 in total.

The geometry in ORCA input format:
```
! RIJCOSX wB97M-V def2-TZVPD def2/J DEFGRID3
* xyz 0 1
N 0.329 2.285 -0.116
C -0.374 1.292 -0.701
O -1.592 1.373 -0.826
C 0.401 0.156 -1.304
C 1.347 -0.537 -0.306
C 0.590 -1.086 0.890
O 1.452 -1.477 1.952
H 1.312 2.211 0.087
H -0.175 3.092 0.214
H -0.281 -0.598 -1.697
H 1.006 0.530 -2.135
H 1.827 -1.374 -0.828
H 2.188 0.099 -0.004
H -0.087 -0.317 1.278
H -0.012 -1.923 0.567
H 1.400 -2.428 2.079
O -3.048 -0.835 0.335
H -2.492 -0.171 -0.110
H -3.789 -0.292 0.625
*
```

Properties
HOMO-LUMO gap: 10.961 eV
LUMO energy: 0.0277 Ha
Structure (SMILES): NC(=O)CCCO.O
HOMO level: -10.209 eV

Charges obtained by Mulliken population analysis, quoted in units of e: N -0.3311; C 0.4249; O -0.7495; C -0.3991; C -0.6186; C -0.2960; O -0.5527; H 0.1920; H 0.2519; H 0.2751; H 0.3087; H 0.2865; H 0.3432; H 0.1732; H 0.3186; H 0.3382; O -0.6527; H 0.3840; H 0.3034

Version b
Density functional theory data (the ωB97M-V functional and the def2-TZVPD basis) for a cluster of 2 separate species, C4H11NO3 in total.

The geometry in ORCA input format:
```
! RIJCOSX wB97M-V def2-TZVPD def2/J DEFGRID3
* xyz 0 1
O 1.445 0.851 2.868
C 0.652 -0.049 2.874
C -0.195 -0.399 1.637
C 0.573 -0.139 0.353
N -0.057 -0.781 -0.794
C -1.124 -0.005 -1.487
O -2.356 -0.691 -1.299
H 0.596 -0.786 3.718
H -1.081 0.217 1.775
H -0.430 -1.448 1.792
H 1.651 -0.413 0.480
H 0.632 0.948 0.122
H -0.258 -1.766 -0.721
H -0.771 -0.183 -2.533
H -1.217 0.968 -0.994
H -2.520 -1.230 -2.073
O 1.756 1.821 -1.711
H 1.108 2.214 -2.305
H 1.598 0.871 -1.701
*
```

Properties
HOMO-LUMO gap: 9.487 eV
LUMO energy: 0.0231 Ha
Structure (SMILES): O=CCCNCO.O
HOMO level: -8.858 eV

Charges obtained by Mulliken population analysis, quoted in units of e: O -0.4563; C -0.0479; C -0.3796; C -0.7733; N -0.2176; C -0.4308; O -0.5406; H 0.2992; H 0.2701; H 0.3419; H 0.3068; H 0.4350; H 0.2313; H 0.3396; H 0.3176; H 0.3143; O -0.6539; H 0.3103; H 0.3340

Version c
Density functional theory data (the ωB97M-V functional and the def2-TZVPD basis) for a structure of composition C4H11NO3.

The geometry in ORCA input format:
```
! RIJCOSX wB97M-V def2-TZVPD def2/J DEFGRID3
* xyz 0 1
C -0.608 -2.111 -0.258
C 1.293 0.790 -2.044
N -0.006 1.034 -1.518
O 0.117 -1.076 0.370
H -0.944 1.414 -1.580
H -1.643 -2.182 0.084
H -0.615 -1.909 -1.335
H -0.107 -3.058 -0.051
H 1.192 0.828 -3.136
H 1.999 1.572 -1.752
H 1.715 -0.159 -1.712
C 0.003 0.173 2.425
C -0.674 -0.050 1.090
O 0.091 1.604 0.148
O -1.864 0.024 0.847
H -0.493 2.374 0.213
H 0.309 -0.773 2.863
H 0.897 0.774 2.262
H -0.659 0.732 3.083
*
```

Properties
HOMO-LUMO gap: 9.844 eV
LUMO energy: 0.0164 Ha
HOMO level: -9.398 eV

Charges obtained by Mulliken population analysis, quoted in units of e: C -0.7247; C -0.6890; N -0.1193; O -0.3466; H 0.2921; H 0.3288; H 0.2273; H 0.2598; H 0.3434; H 0.2711; H 0.1996; C -1.2516; C 1.1827; O -0.5742; O -0.6397; H 0.2856; H 0.2878; H 0.3315; H 0.3354

Version d
Density functional theory data (the ωB97M-V functional and the def2-TZVPD basis) for a cluster of 2 separate species, C4H11NO3 in total.

The geometry in ORCA input format:
```
! RIJCOSX wB97M-V def2-TZVPD def2/J DEFGRID3
* xyz 0 1
O 0.782 1.587 0.830
C 1.443 0.647 1.233
C 2.223 -0.212 0.266
O 1.722 -0.060 -1.042
H 1.729 0.539 2.290
H 3.281 0.086 0.317
H 2.149 -1.269 0.540
H 1.334 0.832 -1.082
C -1.954 0.551 -1.202
N -1.647 0.373 0.205
C -1.149 -0.909 0.596
O -0.534 -1.690 -0.384
H -1.070 0.567 -1.854
H -2.495 1.491 -1.318
H -2.601 -0.264 -1.520
H -1.045 1.134 0.518
H -0.378 -0.698 1.429
H -1.984 -1.518 0.973
H 0.195 -1.187 -0.795
*
```

Properties
HOMO-LUMO gap: 8.929 eV
LUMO energy: 0.0111 Ha
Structure (SMILES): O=CCO.CNCO
HOMO level: -8.627 eV

Charges obtained by Mulliken population analysis, quoted in units of e: O -0.5609; C 0.1328; C -0.4272; O -0.5827; H 0.3541; H 0.3291; H 0.3257; H 0.3345; C -0.7905; N -0.2966; C -0.3497; O -0.5426; H 0.2334; H 0.3243; H 0.2846; H 0.3700; H 0.1788; H 0.2545; H 0.4284

Energies relative to the most stable structure, in kJ/mol: version a 0.0; version b 199.4; version c 496.4; version d 187.5.

Version a
Density functional theory data (the ωB97M-V functional and the def2-TZVPD basis) for a cluster of 2 separate species, C4H11NO3 in total.

The geometry in ORCA input format:
```
! RIJCOSX wB97M-V def2-TZVPD def2/J DEFGRID3
* xyz 0 1
N 0.201 0.273 -1.348
C -0.503 -0.058 -0.138
C 0.476 0.109 1.125
O 0.973 -1.205 1.393
C -1.827 0.587 0.070
C -2.943 0.196 -0.749
O -3.848 1.071 -0.797
H 0.118 -0.490 -2.036
H 1.242 0.462 -1.315
H -0.819 -1.150 -0.255
H -0.015 0.437 2.043
H 1.246 0.855 0.846
H 1.933 -1.040 1.372
H -2.155 0.272 1.087
H -1.757 1.732 -0.045
H -2.940 -0.765 -1.297
O 3.164 -0.357 0.111
H 3.853 -0.032 0.570
H 3.600 -0.897 -0.635
*
```

Properties
HOMO-LUMO gap: 9.021 eV
LUMO energy: 0.0033 Ha
Structure (SMILES): N[C@@H](CO)CC=O.O
HOMO level: -8.932 eV

Charges obtained by Mulliken population analysis, quoted in units of e: N -0.7120; C 0.3493; C -0.7364; O -0.5542; C -0.2140; C -0.0904; O -0.5284; H 0.2637; H 0.2254; H 0.1743; H 0.3655; H 0.3709; H 0.3831; H 0.2479; H 0.1646; H 0.3200; O -0.5958; H 0.2790; H 0.2876

Version b
Density functional theory data (the ωB97M-V functional and the def2-TZVPD basis) for a cluster of 2 separate species, C4H11NO3 in total.

The geometry in ORCA input format:
```
! RIJCOSX wB97M-V def2-TZVPD def2/J DEFGRID3
* xyz 0 1
C 1.153 -0.523 1.908
C 1.500 -0.384 0.409
N 1.197 -1.557 -0.348
C 0.739 0.896 -0.097
C 0.199 0.878 -1.540
O 0.353 0.187 -2.498
O -0.729 1.913 -1.570
H 1.418 0.403 2.425
H 0.076 -0.665 2.017
H 1.669 -1.362 2.356
H 2.593 -0.225 0.451
H 0.597 -2.324 -0.068
H 1.202 -1.377 -1.334
H 1.405 1.762 -0.037
H -0.123 1.055 0.545
H -1.410 1.739 -2.226
O -4.207 -0.279 -0.429
H -3.388 -0.647 -0.075
H -4.245 0.511 0.112
*
```

Properties
HOMO-LUMO gap: 9.343 eV
LUMO energy: 0.0162 Ha
Structure (SMILES): C[C@@H](N)CC(=O)O.O
HOMO level: -8.902 eV

Charges obtained by Mulliken population analysis, quoted in units of e: C -1.5649; C 0.6492; N -0.5511; C -0.7009; C 0.5582; O -0.5590; O -0.4511; H 0.3574; H 0.4064; H 0.3868; H 0.1410; H 0.1710; H 0.2134; H 0.3307; H 0.2882; H 0.3282; O -0.6299; H 0.3088; H 0.3176

Energies relative to the most stable structure, in kJ/mol: version a 189.2; version b 0.0.

Version a
Density functional theory data (the ωB97M-V functional and the def2-TZVPD basis) for the molecule C3H2F2O2.

The geometry in ORCA input format:
```
! RIJCOSX wB97M-V def2-TZVPD def2/J DEFGRID3
* xyz 0 1
O 2.786 0.211 0.012
C 1.640 0.557 -0.034
F 1.286 1.890 0.017
C 0.504 -0.365 -0.061
F 0.876 -1.641 -0.021
C -1.043 0.009 0.057
O -1.919 -0.979 0.025
H -1.239 1.036 0.322
H -2.891 -0.719 -0.316
*
```

Properties
HOMO-LUMO gap (spin up / spin down): 8.614 / 8.615 eV
LUMO energy (spin up / spin down): -0.0166 / -0.0166 Ha
Structure (SMILES): O=C(F)/C(F)=C/O
HOMO level (spin up / spin down): -9.066 / -9.066 eV

Charges obtained by Mulliken population analysis, quoted in units of e: O -0.4606; C 0.5144; F -0.2402; C 0.2334; F -0.2282; C -0.1142; O -0.4512; H 0.3634; H 0.3834

Version b
Density functional theory data (the ωB97M-V functional and the def2-TZVPD basis) for a cluster of 2 separate species, C3H2F2O2 in total.

The geometry in ORCA input format:
```
! RIJCOSX wB97M-V def2-TZVPD def2/J DEFGRID3
* xyz 0 1
O -2.758 -0.072 -0.856
C -1.871 -0.095 -0.112
C -0.852 -0.125 0.720
F -0.250 0.918 1.214
H -0.531 -1.052 0.983
O 1.920 -0.256 0.582
C 1.566 0.069 -0.501
F 1.491 1.346 -0.869
H 1.284 -0.732 -1.162
*
```

Properties
HOMO-LUMO gap: 9.542 eV
LUMO energy: 0.0059 Ha
Structure (SMILES): O=C=CF.O=CF
HOMO level: -9.382 eV

Charges obtained by Mulliken population analysis, quoted in units of e: O -0.3322; C 0.8269; C -0.7137; F -0.2253; H 0.4335; O -0.4053; C 0.2222; F -0.2241; H 0.4180

Energies relative to the most stable structure, in kJ/mol: version a 0.0; version b 21.4.